1.
{
  "formula": "C21H24N10O4PdSe2",
  "method": "ωB97M-V/def2-TZVPD",
  "elements": ["Pd", "N", "C", "N", "N", "N", "N", "C", "N", "N", "N", "N", "H", "O", "C", "C", "C", "O", "C", "Se", "C", "Se", "H", "H", "H", "H", "H", "H", "H", "H", "H", "H", "C", "O", "C", "C", "C", "C", "C", "C", "N", "C", "C", "C", "C", "C", "C", "C", "O", "H", "H", "H", "H", "H", "H", "H", "H", "H", "H", "H", "H", "H"],
  "positions_angstrom": [[0.1711, 2.5189, -0.7898], [2.7345, 4.7806, -1.0583], [3.1014, 3.4554, -1.1178], [4.3552, 3.0418, -1.2359], [4.2464, 1.6978, -1.2809], [3.0045, 1.3420, -1.1956], [2.2455, 2.4548, -1.0936], [1.4583, 5.2518, -0.8010], [1.2060, 6.5383, -0.6652], [-0.1246, 6.5889, -0.4169], [-0.6317, 5.4057, -0.4130], [0.3604, 4.5170, -0.6586], [3.4769, 5.4502, -0.9777], [-1.7296, -0.0219, 2.8145], [-2.2352, 0.7381, 1.6992], [-2.4074, 2.2171, 2.0491], [-3.5864, 2.3482, 3.0323], [-3.4144, 1.6600, 4.2687], [-2.8108, 3.0560, 0.8126], [-2.2344, 2.5107, -0.9864], [-1.1347, 2.7639, 2.7360], [0.6012, 2.0614, 2.0883], [-0.7938, 0.2911, 2.8662], [-3.1924, 0.2959, 1.4014], [-1.5418, 0.6551, 0.8683], [-4.4884, 1.9801, 2.5211], [-3.7503, 3.4035, 3.2749], [-2.8540, 0.8919, 4.0657], [-2.4462, 4.0751, 0.9306], [-3.9016, 3.0930, 0.7351], [-1.1828, 2.5331, 3.7963], [-1.1131, 3.8496, 2.6348], [-0.7950, -2.5411, 0.9270], [-0.6223, -3.4542, -0.1806], [0.3747, -4.3609, -0.0553], [0.0084, -5.6967, 0.0910], [0.9445, -6.7027, 0.2482], [2.2920, -6.3674, 0.2734], [2.6697, -5.0491, 0.0994], [1.7371, -4.0298, -0.0980], [2.2421, -2.7249, -0.2582], [1.6665, -1.6153, -0.7766], [0.7803, -1.5573, -1.8149], [0.5356, -2.5792, -2.7899], [-0.1294, -2.2646, -3.9190], [-0.6055, -0.9160, -4.1334], [-0.4489, 0.0730, -3.2295], [0.1671, -0.2409, -1.9605], [0.1738, 0.4806, -0.9500], [-1.1080, -3.0914, 1.8142], [-1.5694, -1.8417, 0.6339], [0.1063, -1.9709, 1.1550], [-1.0528, -5.9118, 0.1013], [0.6259, -7.7299, 0.3722], [3.0491, -7.1276, 0.4159], [3.7218, -4.7836, 0.0957], [3.1349, -2.5637, 0.1815], [2.0169, -0.6654, -0.3753], [0.9375, -3.5752, -2.6432], [-0.2878, -3.0169, -4.6809], [-1.1222, -0.6903, -5.0590], [-0.8307, 1.0701, -3.3883]],
  "forces_ev_per_a": [[0.209, 0.237, -0.372], [-0.109, 0.009, -0.055], [0.001, 0.348, 0.006], [0.027, -0.144, -0.023], [-0.185, 0.012, 0.007], [0.183, 0.054, 0.005], [-0.019, -0.353, 0.063], [0.327, -0.190, 0.006], [-0.171, 0.164, 0.061], [0.052, -0.124, 0.004], [0.194, 0.108, -0.025], [-0.397, 0.055, -0.088], [-0.014, 0.031, 0.021], [-0.088, 0.018, -0.084], [-0.017, -0.067, 0.079], [0.002, 0.046, 0.050], [0.046, 0.027, 0.076], [-0.100, -0.022, -0.098], [0.112, -0.041, -0.032], [-0.175, 0.024, 0.051], [0.091, -0.050, -0.152], [0.061, -0.149, 0.428], [0.036, -0.019, 0.028], [0.004, -0.006, 0.048], [0.042, -0.044, -0.100], [-0.043, -0.008, 0.044], [0.014, 0.019, -0.016], [0.075, -0.006, -0.024], [-0.049, 0.045, 0.045], [-0.008, -0.001, -0.014], [-0.042, 0.045, 0.070], [-0.050, 0.016, -0.019], [0.034, 0.022, -0.062], [-0.105, 0.222, 0.099], [-0.047, -0.074, 0.138], [-0.045, -0.018, -0.012], [0.054, 0.045, 0.007], [-0.008, 0.001, -0.007], [0.118, -0.035, -0.074], [0.212, 0.072, -0.137], [0.009, -0.088, 0.224], [0.178, -0.078, -0.165], [-0.315, 0.051, -0.106], [0.105, 0.117, 0.197], [-0.140, 0.174, -0.197], [0.030, -0.271, -0.076], [0.087, -0.012, 0.139], [0.058, -0.310, 0.067], [-0.069, 0.111, -0.084], [-0.018, -0.050, 0.025], [-0.027, 0.017, -0.036], [0.017, -0.024, -0.059], [0.005, 0.019, -0.008], [0.004, 0.009, -0.003], [0.000, 0.002, 0.004], [-0.015, -0.020, -0.018], [-0.105, 0.015, 0.204], [0.040, -0.047, -0.019], [-0.023, 0.019, 0.007], [-0.035, 0.048, -0.047], [-0.004, -0.056, -0.041], [-0.008, 0.104, 0.052]],
  "e_homo_ev": -0.54,
  "e_tot_ev": -179429.402,
  "largest_force_ev_per_a": 0.49,
  "charge": -2
}

---

2.
{
  "formula": "C21H24N2O4S",
  "method": "ωB97M-V/def2-TZVPD",
  "elements": ["C", "H", "O", "C", "C", "C", "C", "C", "C", "O", "C", "H", "H", "H", "H", "C", "C", "N", "C", "C", "C", "C", "C", "C", "O", "H", "C", "O", "N", "H", "C", "H", "H", "C", "C", "H", "H", "S", "C", "H", "H", "H", "H", "H", "H", "H", "H", "H", "H", "H", "H", "H"],
  "positions_angstrom": [[-5.5732, -3.9236, -1.2118], [-4.6652, -4.0396, -1.8132], [-5.3511, -3.1084, -0.0892], [-4.9663, -1.8185, -0.2936], [-4.7730, -1.2266, -1.5294], [-4.3801, 0.1018, -1.6255], [-4.1851, 0.8562, -0.4864], [-4.3670, 0.2687, 0.7630], [-4.7556, -1.0539, 0.8769], [-4.9630, -1.7102, 2.0506], [-4.7585, -1.0104, 3.2523], [-4.9684, -1.7249, 4.0466], [-3.7251, -0.6602, 3.3455], [-5.4406, -0.1583, 3.3443], [-4.1964, 0.8641, 1.6459], [-3.7175, 2.2904, -0.5843], [-2.2342, 2.2874, -0.6439], [-1.5142, 2.4787, -1.6961], [-0.2138, 2.3284, -1.2753], [0.9959, 2.4375, -1.9467], [2.1488, 2.2240, -1.2196], [2.1180, 1.9127, 0.1468], [0.9124, 1.8275, 0.8348], [-0.2379, 2.0308, 0.1040], [-1.5391, 2.0101, 0.4894], [0.9029, 1.6146, 1.8913], [3.3631, 1.7006, 0.9456], [3.4327, 1.9782, 2.1263], [4.4055, 1.1770, 0.2533], [4.2638, 0.8716, -0.6949], [5.6633, 0.8550, 0.8832], [5.6387, 1.3273, 1.8679], [6.4813, 1.2881, 0.2972], [5.8779, -0.6526, 1.0457], [6.0505, -1.3590, -0.2899], [6.8756, -0.9232, -0.8574], [5.1369, -1.3214, -0.8862], [6.4445, -3.1245, -0.0151], [6.6141, -3.6326, -1.7491], [7.4148, -3.0674, -2.2185], [5.6742, -3.4726, -2.2708], [6.8597, -4.6890, -1.7437], [6.7718, -0.8155, 1.6498], [5.0296, -1.0836, 1.5798], [3.1015, 2.3370, -1.7168], [1.0225, 2.6870, -2.9947], [-4.0425, 2.8549, 0.2909], [-4.0937, 2.7588, -1.4924], [-4.2258, 0.5437, -2.5977], [-4.9237, -1.7913, -2.4353], [-5.8676, -4.8941, -0.8154], [-6.3783, -3.5319, -1.8428]],
  "forces_ev_per_a": [[-0.032, -0.123, -0.203], [-0.040, 0.019, 0.018], [0.099, 0.364, 0.244], [-0.009, -0.066, 0.134], [-0.063, -0.274, 0.095], [0.012, 0.211, 0.180], [-0.197, -0.047, -0.170], [-0.087, -0.175, 0.125], [-0.042, -0.177, 0.009], [-0.019, -0.082, -0.442], [0.037, 0.131, 0.199], [0.026, 0.088, -0.022], [-0.042, -0.001, -0.015], [0.040, -0.025, -0.013], [-0.003, 0.026, 0.139], [0.133, -0.266, 0.225], [0.207, 0.347, -0.671], [-0.676, 0.150, -0.274], [0.364, -0.250, 1.038], [-0.272, -0.031, 0.036], [0.140, -0.068, 0.110], [-0.292, 0.119, -0.040], [-0.241, -0.019, 0.131], [0.813, 0.179, -1.057], [-0.265, -0.070, 0.431], [0.038, -0.011, 0.131], [0.029, -0.001, -0.235], [-0.099, -0.003, 0.307], [0.179, -0.125, -0.319], [-0.131, 0.059, 0.090], [0.132, -0.129, 0.298], [0.093, -0.006, -0.166], [-0.016, -0.006, 0.100], [0.009, 0.143, -0.164], [0.135, -0.554, 0.087], [-0.045, 0.090, -0.031], [-0.002, 0.099, -0.044], [-0.062, 0.256, -0.172], [-0.080, 0.242, 0.477], [0.043, -0.034, -0.122], [-0.015, -0.050, -0.124], [0.022, -0.092, -0.082], [0.020, 0.003, 0.054], [-0.001, 0.018, 0.075], [0.079, 0.010, -0.028], [0.016, 0.040, -0.127], [-0.052, 0.056, -0.061], [0.076, 0.041, 0.086], [0.018, 0.056, -0.128], [-0.034, -0.107, -0.053], [0.016, 0.051, -0.078], [0.042, -0.007, 0.019]],
  "e_homo_ev": -8.10,
  "e_tot_ev": -44172.071,
  "largest_force_ev_per_a": 1.35,
  "charge": 0,
  "smiles": "COc1ccc(Cc2nc3ccc(C(=O)NCCCSC)cc3o2)cc1OC"
}

---

3.
{
  "formula": "C21H24N3O2ReS2",
  "method": "ωB97M-V/def2-TZVPD",
  "elements": ["Re", "N", "C", "C", "C", "O", "O", "H", "H", "H", "H", "H", "H", "S", "C", "N", "C", "C", "N", "C", "C", "C", "C", "C", "C", "C", "C", "S", "C", "C", "C", "C", "C", "C", "C", "H", "H", "H", "H", "H", "H", "H", "H", "H", "H", "H", "H", "H", "H", "H", "H", "H", "H"],
  "positions_angstrom": [[1.8070, 1.9938, -1.3384], [3.9508, 2.0834, -1.8759], [4.6086, 3.4461, -2.0006], [4.3510, 4.3417, -0.7899], [2.9467, 4.8489, -0.7572], [2.4443, 5.8862, -0.8506], [1.9911, 3.6666, -0.6493], [4.4933, 1.5475, -1.1933], [4.1243, 1.5997, -2.7604], [4.2459, 3.8989, -2.9229], [5.6799, 3.2820, -2.1052], [5.0094, 5.2096, -0.8467], [4.5742, 3.8201, 0.1446], [-0.4732, 1.8933, -0.8066], [-0.9185, 0.2543, -1.1230], [-2.1582, -0.0908, -1.2272], [-2.5037, -1.5078, -1.4624], [-1.5385, -2.3940, -0.7233], [-0.1455, -2.0336, -1.0937], [0.8474, -3.1785, -1.0721], [1.0168, -3.6374, 0.3458], [1.9620, -3.0154, 1.1599], [2.1239, -3.4287, 2.4723], [1.3406, -4.4617, 2.9733], [0.4065, -5.0919, 2.1614], [0.2435, -4.6818, 0.8467], [0.1434, -0.7963, -1.2699], [1.7690, -0.2811, -1.7336], [-3.2855, 0.8986, -1.1232], [-3.4641, 1.3679, 0.2982], [-3.5145, 2.7326, 0.5598], [-3.7409, 3.1799, 1.8547], [-3.9010, 2.2664, 2.8858], [-3.8469, 0.9009, 2.6271], [-3.6366, 0.4516, 1.3342], [-2.5036, -1.6780, -2.5427], [-3.5134, -1.6699, -1.0918], [-1.6881, -3.4388, -0.9840], [-1.6158, -2.2918, 0.3615], [1.7684, -2.8136, -1.5164], [0.4145, -3.9391, -1.7209], [2.6013, -2.2362, 0.7573], [2.8740, -2.9669, 3.0996], [1.4751, -4.7924, 3.9942], [-0.1764, -5.9175, 2.5458], [-0.4512, -5.2129, 0.2051], [-4.1549, 0.3791, -1.5234], [-3.0420, 1.7267, -1.7912], [-3.4069, 3.4483, -0.2473], [-3.8021, 4.2409, 2.0541], [-4.0865, 2.6160, 3.8923], [-3.9954, 0.1916, 3.4296], [-3.6497, -0.6167, 1.1400]],
  "forces_ev_per_a": [[-0.083, 0.508, -0.049], [0.093, -0.072, -0.072], [-0.101, -0.034, 0.048], [0.102, -0.026, -0.055], [0.057, 0.020, -0.030], [0.028, 0.054, 0.044], [0.007, -0.356, -0.020], [-0.031, 0.009, 0.017], [0.000, -0.005, 0.018], [-0.001, 0.034, 0.023], [0.001, 0.039, -0.013], [-0.037, 0.016, 0.001], [-0.026, 0.028, 0.026], [-0.050, -0.071, -0.009], [-0.041, -0.058, -0.007], [0.020, 0.081, 0.005], [-0.004, 0.038, 0.025], [0.073, 0.023, 0.014], [0.055, 0.010, 0.049], [-0.043, 0.141, -0.076], [-0.010, -0.052, 0.027], [-0.031, 0.028, 0.036], [-0.004, 0.004, -0.029], [-0.010, -0.006, -0.009], [0.010, 0.006, 0.000], [0.033, -0.053, 0.003], [0.072, 0.039, -0.046], [-0.043, -0.203, 0.068], [0.101, -0.070, -0.071], [-0.027, 0.026, 0.018], [0.007, -0.022, 0.019], [0.001, -0.012, -0.012], [-0.003, -0.007, 0.001], [-0.002, 0.017, -0.004], [-0.006, 0.017, -0.003], [-0.004, -0.034, 0.006], [0.005, -0.018, -0.001], [-0.026, 0.012, -0.004], [-0.045, -0.025, -0.004], [0.021, -0.063, 0.020], [0.003, -0.020, 0.015], [0.001, 0.010, 0.001], [-0.001, 0.007, 0.000], [0.002, -0.001, 0.002], [-0.006, 0.000, -0.003], [-0.002, 0.007, -0.007], [-0.028, 0.026, 0.028], [-0.033, 0.014, 0.017], [0.001, 0.005, -0.007], [-0.005, 0.003, 0.000], [0.007, -0.001, 0.002], [-0.005, -0.003, 0.001], [0.003, -0.008, -0.002]],
  "e_homo_ev": [-16.85, -16.85],
  "e_tot_ev": -54503.947,
  "largest_force_ev_per_a": 0.52,
  "charge": 3,
  "multiplicity": 4,
  "s_squared": 3.7930
}

---

4.
{
  "formula": "C21H24N3O4PRuS4",
  "method": "ωB97M-V/def2-TZVPD",
  "elements": ["Ru", "S", "S", "S", "S", "O", "C", "O", "C", "P", "C", "C", "C", "C", "C", "C", "C", "C", "C", "C", "C", "C", "H", "H", "H", "H", "H", "H", "H", "H", "H", "H", "H", "H", "N", "C", "C", "C", "O", "O", "H", "H", "H", "H", "H", "H", "C", "C", "N", "C", "C", "N", "H", "H", "H", "H", "H", "H"],
  "positions_angstrom": [[-0.2577, -0.9097, 0.9645], [-1.0326, -3.0274, 0.4461], [-0.9668, -4.1289, 2.2300], [0.9128, -3.6523, 2.8447], [0.6767, -1.6204, 3.0905], [2.7024, -0.0415, -1.8603], [1.6186, -0.2869, -1.3466], [1.4204, -1.1286, -0.3939], [0.3842, 0.4877, -1.8713], [-1.0969, -0.2207, -1.0853], [-1.6252, -1.4556, -2.3205], [-0.7172, -2.4481, -2.6943], [-1.0747, -3.4008, -3.6343], [-2.3422, -3.3850, -4.2002], [-3.2519, -2.4092, -3.8236], [-2.8946, -1.4459, -2.8897], [-2.3958, 1.0449, -1.1576], [-2.3694, 2.0933, -2.0755], [-3.3822, 3.0413, -2.0876], [-4.4305, 2.9469, -1.1819], [-4.4639, 1.9049, -0.2660], [-3.4512, 0.9561, -0.2500], [0.3736, 0.4336, -2.9597], [0.4995, 1.5399, -1.5986], [0.2583, -2.4908, -2.2253], [-0.3638, -4.1691, -3.9102], [-2.6223, -4.1372, -4.9274], [-4.2453, -2.3949, -4.2547], [-3.6122, -0.6876, -2.6037], [-1.5583, 2.1709, -2.7895], [-3.3518, 3.8539, -2.8029], [-5.2167, 3.6917, -1.1852], [-5.2671, 1.8358, 0.4559], [-3.4557, 0.1664, 0.4906], [0.9176, 0.8646, 1.4128], [0.5461, 1.5799, 2.6426], [-0.8972, 2.0446, 2.5945], [-1.9642, 0.9509, 2.6960], [-2.9334, 1.1475, 3.4117], [-1.8414, -0.0938, 1.9400], [1.8662, 0.4769, 1.4961], [0.9259, 1.5236, 0.6405], [1.2108, 2.4373, 2.7943], [0.6929, 0.8991, 3.4812], [-1.0820, 2.5764, 1.6518], [-1.0866, 2.7460, 3.4058], [5.1035, -0.4641, 0.1432], [4.8722, -0.0753, 1.5601], [3.7102, 0.0331, 2.1532], [3.9709, 0.3714, 3.4612], [5.3118, 0.4649, 3.6647], [5.8803, 0.1774, 2.4412], [4.1580, -0.7651, -0.3027], [5.8168, -1.2885, 0.0814], [5.4859, 0.3718, -0.4460], [3.1741, 0.4850, 4.1776], [5.9000, 0.6850, 4.5377], [6.8608, 0.1249, 2.2344]],
  "forces_ev_per_a": [[-0.015, -0.013, -0.854], [-0.136, 0.140, 0.298], [0.006, 0.044, -0.154], [-0.007, 0.092, -0.007], [0.058, -0.104, 0.060], [-0.020, -0.083, -0.150], [-0.070, 0.085, 0.112], [-0.002, 0.013, 0.370], [0.083, -0.085, -0.032], [-0.059, -0.019, 0.209], [-0.042, 0.037, -0.023], [0.000, 0.014, 0.002], [0.016, 0.000, 0.009], [-0.004, 0.007, -0.001], [-0.007, -0.005, -0.005], [0.011, -0.006, 0.005], [0.033, 0.038, 0.000], [-0.011, 0.002, -0.034], [0.012, -0.001, -0.004], [0.001, -0.003, 0.011], [-0.005, 0.028, -0.008], [-0.049, -0.015, -0.005], [0.023, 0.018, -0.005], [-0.029, -0.010, 0.042], [0.008, -0.001, -0.004], [-0.002, -0.001, -0.002], [0.001, -0.001, 0.001], [0.000, 0.000, 0.001], [-0.002, 0.005, 0.007], [0.009, -0.008, -0.002], [0.000, 0.000, 0.000], [-0.003, 0.000, -0.001], [0.000, -0.002, 0.001], [-0.029, -0.003, -0.047], [-0.221, 0.025, -0.085], [-0.003, -0.016, -0.016], [-0.037, -0.001, 0.002], [0.079, -0.063, 0.007], [-0.098, 0.037, -0.057], [0.304, -0.219, 0.268], [0.085, -0.069, 0.085], [0.028, 0.020, 0.002], [-0.005, 0.003, -0.006], [0.014, -0.014, -0.001], [0.013, 0.017, -0.004], [-0.013, 0.007, -0.010], [-0.043, 0.037, 0.047], [0.067, -0.131, -0.016], [0.000, 0.273, -0.026], [0.017, -0.052, 0.039], [-0.009, -0.008, -0.004], [-0.017, 0.001, 0.004], [0.045, -0.014, -0.012], [-0.001, -0.007, -0.014], [0.024, 0.003, 0.010], [0.001, 0.008, -0.003], [-0.001, 0.000, 0.001], [0.000, -0.002, 0.004]],
  "e_homo_ev": [-4.01, -3.97],
  "e_tot_ev": -90045.049,
  "largest_force_ev_per_a": 0.85,
  "charge": -1,
  "multiplicity": 2,
  "s_squared": 0.7561
}